{
  "formula": "C16H46N4O6Pb",
  "method": "ωB97M-V/def2-TZVPD",
  "species": ["Pb", "O", "H", "O", "H", "C", "C", "C", "O", "C", "N", "H", "H", "H", "H", "H", "H", "H", "H", "H", "H", "H", "C", "C", "C", "O", "C", "N", "H", "H", "H", "H", "H", "H", "H", "H", "H", "H", "H", "C", "C", "C", "O", "C", "N", "H", "H", "H", "H", "H", "H", "H", "H", "H", "H", "H", "C", "C", "C", "O", "C", "N", "H", "H", "H", "H", "H", "H", "H", "H", "H", "H", "H"],
  "xyz": [[-18.476, 9.894, 17.816], [-16.181, 9.992, 18.478], [-15.511, 10.579, 18.832], [-19.422, 10.269, 19.965], [-19.486, 10.325, 20.917], [-17.565, 14.933, 18.520], [-18.455, 13.828, 17.937], [-18.943, 14.148, 16.517], [-19.670, 15.369, 16.485], [-21.010, 15.297, 16.892], [-17.723, 12.569, 17.926], [-16.581, 15.012, 18.055], [-17.424, 14.692, 19.577], [-18.062, 15.904, 18.483], [-19.367, 13.791, 18.540], [-19.572, 13.327, 16.170], [-18.173, 14.223, 15.748], [-21.570, 14.570, 16.288], [-21.490, 16.264, 16.761], [-21.140, 14.964, 17.927], [-17.288, 12.514, 18.849], [-16.882, 12.777, 17.383], [-18.038, 5.407, 15.340], [-18.573, 6.749, 15.870], [-19.491, 6.548, 17.072], [-20.055, 7.782, 17.567], [-21.187, 7.510, 18.360], [-17.435, 7.622, 16.111], [-18.839, 4.657, 15.331], [-17.318, 4.973, 16.039], [-17.637, 5.463, 14.331], [-19.160, 7.197, 15.059], [-18.917, 6.138, 17.911], [-20.357, 5.934, 16.815], [-21.052, 6.850, 19.216], [-22.078, 7.193, 17.802], [-21.555, 8.468, 18.734], [-16.771, 7.085, 16.666], [-16.967, 7.754, 15.222], [-22.390, 10.949, 15.023], [-21.020, 10.473, 15.472], [-19.955, 10.763, 14.398], [-18.675, 10.688, 14.952], [-17.593, 10.868, 14.081], [-20.729, 10.925, 16.835], [-22.591, 10.534, 14.031], [-22.363, 12.036, 14.887], [-23.175, 10.727, 15.741], [-21.074, 9.380, 15.566], [-20.161, 11.825, 14.194], [-20.074, 10.133, 13.516], [-17.646, 10.128, 13.272], [-16.661, 10.665, 14.610], [-17.566, 11.899, 13.713], [-21.457, 10.862, 17.538], [-20.509, 11.914, 16.845], [-15.797, 7.231, 21.265], [-17.015, 6.768, 20.472], [-18.062, 6.079, 21.364], [-17.639, 4.940, 22.097], [-17.135, 3.907, 21.275], [-17.598, 7.909, 19.760], [-16.125, 7.877, 22.082], [-15.106, 7.810, 20.649], [-15.165, 6.449, 21.699], [-16.765, 6.018, 19.712], [-18.985, 5.878, 20.808], [-18.302, 6.768, 22.181], [-17.674, 3.729, 20.336], [-17.193, 2.948, 21.790], [-16.104, 4.179, 21.033], [-16.784, 8.461, 19.469], [-18.151, 8.547, 20.335]],
  "relative_energy_kj_mol": 17.4,
  "e_homo_ev": -7.50,
  "e_lumo_ha": 0.0166,
  "charge": 0
}



{
  "formula": "C5H10HfO5S",
  "method": "ωB97M-V/def2-TZVPD",
  "species": ["C", "C", "O", "C", "C", "C", "O", "S", "O", "O", "O", "H", "H", "H", "H", "H", "H", "H", "H", "H", "H", "Hf"],
  "xyz": [[2.596, -0.824, 0.614], [1.911, 0.258, -0.410], [2.786, 0.290, -1.629], [0.414, -0.159, -0.954], [-0.673, -0.507, 0.223], [-1.448, 0.812, 0.812], [-2.811, 0.341, 1.200], [-3.153, -0.699, -0.127], [-3.177, -0.068, -1.564], [-4.485, -1.501, -0.129], [-1.672, -1.544, -0.078], [3.028, -0.204, 1.537], [3.539, -1.304, 0.090], [1.884, -1.696, 0.948], [1.913, 1.323, 0.076], [3.634, 0.754, -1.312], [0.449, -1.033, -1.751], [-0.005, 0.805, -1.521], [-0.146, -0.936, 1.176], [-1.701, 1.602, -0.036], [-0.896, 1.407, 1.670], [-1.985, 2.883, 1.165]],
  "e_homo_ev": -24.99,
  "e_lumo_ha": -0.8315,
  "charge": 4
}